Entry 1:
Entry from the OMol25 dataset: a cluster of 4 separate species, C37H70BrFN2O11P in total at a distorted geometry (ωB97M-V/def2-TZVPD).

```
123
Properties=species:S:1:pos:R:3:mulliken_charge:R:1
C 2.616 4.767 4.216 -0.77
C 3.949 3.956 4.354 -0.41
C 4.987 4.313 3.265 -1.07
C 4.472 3.720 1.921 1.03
C 5.514 3.848 0.793 -1.20
C 5.153 3.005 -0.449 -0.61
C 3.743 3.340 -1.024 -1.04
C 2.708 2.330 -0.446 0.13
C 1.316 2.989 -0.131 -1.23
C 0.813 2.772 1.319 -1.22
C -0.199 1.666 1.678 -2.54
N 0.379 0.290 1.822 1.03
C 0.644 -0.453 0.574 0.29
O 1.957 -0.629 0.126 -0.08
C 3.042 -0.756 1.024 -0.15
C 3.390 -2.203 1.509 -0.33
C 4.936 -2.388 1.511 -0.47
C 5.277 -3.574 2.473 -1.18
P -0.168 -2.200 0.813 0.36
O 0.635 -3.053 -0.319 -0.05
Br 0.281 -2.950 2.885 -0.28
C -0.113 0.073 -0.678 -2.68
C -1.388 0.935 -0.447 0.69
C -2.569 0.084 -0.973 -1.85
O -2.361 -0.105 -2.374 -0.26
O -3.087 -1.213 -2.773 -0.43
C -1.588 1.633 0.954 3.22
C -1.912 3.151 0.723 -1.63
C -3.369 3.528 0.402 -1.03
C -3.791 3.155 -1.031 0.51
O -3.108 3.327 -1.948 -0.46
O -5.012 2.560 -1.140 -0.28
C -2.618 0.999 1.873 -1.10
O -2.362 0.683 2.971 -0.49
N -4.034 0.787 1.468 0.11
C -4.490 -0.456 1.963 0.44
O -5.246 -0.530 2.818 -0.45
F -4.057 -1.553 1.375 -0.19
H 2.471 5.324 5.146 0.38
H 1.784 4.060 4.114 -0.03
H 2.634 5.455 3.366 0.31
H 3.686 2.892 4.255 0.19
H 4.358 4.073 5.363 0.43
H 5.149 5.394 3.204 0.37
H 5.938 3.811 3.483 0.42
H 4.224 2.671 2.146 -0.21
H 3.546 4.262 1.675 -0.08
H 5.511 4.900 0.473 0.29
H 6.506 3.599 1.186 0.39
H 5.891 3.254 -1.224 0.39
H 5.275 1.936 -0.226 0.19
H 3.507 4.387 -0.805 0.48
H 3.817 3.184 -2.105 0.47
H 2.601 1.527 -1.180 0.48
H 3.119 1.928 0.484 -0.86
H 1.509 4.066 -0.232 0.86
H 0.613 2.751 -0.934 0.57
H 0.485 3.740 1.702 1.14
H 1.716 2.557 1.920 0.49
H -0.459 1.918 2.720 0.38
H 1.142 0.382 2.500 0.80
H -0.357 -0.228 2.335 0.71
H 3.936 -0.447 0.468 0.34
H 3.046 -0.116 1.925 0.09
H 3.083 -2.303 2.551 0.32
H 2.994 -2.972 0.841 -0.29
H 5.447 -1.513 1.934 0.37
H 5.320 -2.585 0.507 0.45
H 6.072 -3.293 3.172 0.34
H 4.419 -3.845 3.101 0.33
H 5.568 -4.478 1.930 0.27
H 0.970 -3.896 0.054 0.09
H 0.619 0.595 -1.298 -0.32
H -0.342 -0.835 -1.255 1.57
H -1.333 1.757 -1.171 0.88
H -2.503 -0.914 -0.512 0.59
H -3.551 0.551 -0.867 0.36
H -2.562 -1.974 -2.473 0.32
H -1.639 3.725 1.618 0.51
H -1.314 3.567 -0.094 0.22
H -3.393 4.631 0.395 0.57
H -4.114 3.250 1.149 0.56
H -5.691 3.105 -0.713 0.20
H -4.553 1.451 2.040 0.31
C -9.566 1.147 -2.478 -0.61
C -8.224 1.850 -2.349 -0.27
C -8.641 3.234 -1.874 -0.30
O -9.836 3.063 -1.111 -0.41
C -10.338 1.734 -1.307 -0.43
H -9.499 0.060 -2.441 0.33
H -10.043 1.426 -3.420 0.30
H -7.619 1.357 -1.582 0.09
H -7.648 1.873 -3.273 0.40
H -8.869 3.892 -2.719 0.27
H -7.880 3.718 -1.255 0.13
H -10.158 1.165 -0.388 0.26
H -11.412 1.773 -1.485 0.29
C -0.374 -2.424 -4.882 -0.42
C 0.184 -3.211 -3.704 0.47
C 1.205 -4.109 -4.386 -0.47
O 1.692 -3.387 -5.520 -0.45
C 0.861 -2.243 -5.749 -0.59
H -0.837 -1.479 -4.600 0.19
H -1.118 -3.025 -5.411 0.31
H 0.687 -2.532 -3.008 -0.47
H -0.570 -3.770 -3.148 0.40
H 0.743 -5.034 -4.745 0.29
H 2.040 -4.369 -3.733 0.21
H 1.425 -1.351 -5.455 0.28
H 0.625 -2.169 -6.811 0.32
C 2.072 -7.776 1.137 -0.63
C 1.822 -8.175 -0.311 -0.61
C 1.082 -6.962 -0.850 -0.50
O 1.570 -5.827 -0.115 -0.35
C 2.339 -6.286 1.010 -0.13
H 2.895 -8.314 1.605 0.37
H 1.171 -7.947 1.730 0.29
H 2.774 -8.295 -0.832 0.27
H 1.255 -9.098 -0.421 0.37
H 0.005 -7.041 -0.676 0.31
H 1.250 -6.806 -1.916 0.22
H 3.395 -6.087 0.802 0.13
H 2.050 -5.728 1.904 0.19
```

## Properties
**Charge**: +1
**Energy above the lowest of the compared OMol25 structures with the same formula, charge and spin**: 0.0 kJ/mol
**2S+1**: 1


Entry 2:
Entry from the OMol25 dataset: a cluster of 2 separate species, C2HF3O2 in total at a distorted geometry (ωB97M-V/def2-TZVPD).

```
8
Properties=species:S:1:pos:R:3:mulliken_charge:R:1
C 1.270 0.881 0.205 0.67
C -1.385 -0.341 2.198 0.14
O 2.229 0.842 -0.444 -0.44
O 0.539 -0.139 0.513 -0.34
F 0.829 2.008 0.690 -0.19
F -1.759 0.909 2.109 -0.07
F -0.532 -0.398 3.216 -0.09
H 0.736 -0.880 -0.027 0.31
```

## Properties
**Energy above the lowest of the compared OMol25 structures with the same formula, charge and spin**: 265.8 kJ/mol
**2S+1**: 1


Entry 3:
Entry from the OMol25 dataset: a cluster of 2 separate species, C5H13NOS in total at a distorted geometry (ωB97M-V/def2-TZVPD).

```
21
Properties=species:S:1:pos:R:3:mulliken_charge:R:1
C -2.907 2.314 0.917 -0.25
C -1.136 2.225 2.731 -0.42
C 2.094 -1.914 -2.399 -0.82
C 0.402 -0.531 0.555 -0.61
C 1.141 -1.632 -0.243 -0.32
N -0.631 0.218 -0.390 -0.60
O 1.172 -1.219 -1.565 -0.29
S -2.407 3.219 2.190 0.05
H -2.194 1.545 0.492 0.00
H -3.728 2.490 0.397 0.38
H -1.051 1.322 2.263 0.09
H -0.186 2.757 2.889 0.21
H 3.170 -1.600 -2.148 0.30
H 2.067 -1.374 -3.341 0.28
H 1.827 -2.921 -2.554 0.31
H -0.016 -0.997 1.462 0.32
H 1.050 0.335 0.929 0.27
H 0.457 -2.521 -0.371 0.27
H 2.161 -1.867 0.185 0.33
H 0.020 0.496 -1.062 0.26
H -1.308 -0.344 -0.938 0.23
```

## Properties
**Energy above the lowest of the compared OMol25 structures with the same formula, charge and spin**: 543.3 kJ/mol
**2S+1**: 1


Entry 4:
Entry from the OMol25 dataset: a cluster of 2 separate species, C5H8BN in total at a distorted geometry (ωB97M-V/def2-TZVPD).

```
15
Properties=species:S:1:pos:R:3:mulliken_charge:R:1
B 1.009 0.361 0.393 -0.28
C 0.351 1.664 0.920 -0.30
C -0.951 1.681 0.683 -0.08
C -1.679 0.606 0.085 -0.50
C -1.091 -0.518 -0.339 0.00
C 0.902 -1.849 -0.652 -0.84
N 0.290 -0.678 -0.157 0.21
H 2.788 0.690 0.097 -0.11
H 0.867 2.643 1.254 0.26
H -1.540 2.661 0.871 0.21
H -2.727 0.776 0.036 0.36
H -1.512 -1.515 -0.714 0.18
H 1.380 -2.386 0.090 0.32
H 0.201 -2.506 -1.208 0.24
H 1.712 -1.630 -1.358 0.33
```

## Properties
**Energy above the lowest of the compared OMol25 structures with the same formula, charge and spin**: 191.9 kJ/mol
**2S+1**: 1


Entry 5:
Entry from the OMol25 dataset: an isolated molecule of C3H3NO2 at a distorted geometry (ωB97M-V/def2-TZVPD).

```
9
Properties=species:S:1:pos:R:3:mulliken_charge:R:1
O 0.762 -0.500 -1.157 -0.54
C 0.336 -0.454 0.172 0.16
C 0.192 1.080 0.360 0.10
O -0.174 1.686 -0.627 -0.46
C -0.971 -1.152 0.278 0.08
N -1.998 -1.678 0.276 -0.36
H 0.295 0.331 -1.452 0.36
H 1.020 -0.902 0.906 0.29
H 0.533 1.635 1.242 0.37
```

## Properties
**Energy above the lowest of the compared OMol25 structures with the same formula, charge and spin**: 218.7 kJ/mol
**2S+1**: 1


Entry 6:
Entry from the OMol25 dataset: a structure of composition C12H15Br12N2O4P at a distorted geometry (ωB97M-V/def2-TZVPD).

```
46
Properties=species:S:1:pos:R:3:mulliken_charge:R:1
C -0.603 6.744 -2.596 -1.18
C 0.235 5.815 -1.734 0.84
C 0.574 6.298 -0.343 -0.88
N 0.549 4.701 -2.245 -0.56
O 1.448 3.983 -1.394 -0.25
P 1.183 2.407 -1.593 1.03
O -0.254 2.176 -1.760 -0.63
O 1.932 1.926 -2.917 -0.51
O 1.829 1.603 -0.355 -0.35
C 0.965 1.588 0.739 0.87
C 1.079 2.487 1.777 -0.14
C 0.202 2.518 2.866 -0.66
N -0.793 1.651 2.976 -0.54
C -0.884 0.767 1.971 -1.13
C -0.083 0.659 0.851 0.06
H -1.437 6.222 -3.067 0.34
H 0.064 7.173 -3.350 0.28
H -1.026 7.538 -1.976 0.35
H 0.948 5.524 0.322 0.17
H -0.329 6.755 0.077 0.37
H 1.302 7.114 -0.448 0.28
H 1.616 1.023 -3.079 0.32
H 1.894 3.211 1.746 0.50
H 0.327 3.272 3.638 0.38
H -1.707 0.064 2.015 0.63
H -0.264 -0.078 0.061 0.29
C 0.704 -3.293 -1.834 -0.33
Br 1.528 -3.478 -3.565 -0.04
Br 0.709 -1.454 -1.233 0.06
Br -1.066 -4.050 -1.811 -0.01
H 1.302 -3.862 -1.136 0.43
C -0.671 -2.005 5.211 -0.34
Br -1.285 -0.872 6.640 -0.04
Br -0.246 -0.968 3.624 0.18
Br 0.796 -3.133 5.770 -0.03
H -1.490 -2.663 4.951 0.25
C 0.580 -7.200 -3.386 -0.03
Br 0.015 -7.852 -1.661 0.01
Br 2.500 -7.155 -3.528 0.00
Br -0.219 -8.201 -4.822 -0.01
H 0.229 -6.180 -3.473 0.00
C -2.355 -6.198 1.529 0.16
Br -1.533 -4.637 2.300 0.07
Br -2.556 -7.612 2.820 -0.03
Br -4.024 -5.770 0.667 -0.01
H -1.685 -6.560 0.760 -0.18
```

## Properties
**Electronic energy**: -873654.7834 eV
**2S+1**: 1


| no. | molecular weight (Da) |
| --- | --- |
| 1 | 848.85 |
| 2 | 114.02 |
| 3 | 135.23 |
| 4 | 92.94 |
| 5 | 85.06 |
| 6 | 1241.08 |